Density functional theory data (wB97M-V/def2-TZVPD) for the molecule C6H12N2O.

Last columns: bonded neighbours and bond lengths (Å).
Atoms and positions in Å:
1 C -1.96 1.09 1.13  C5 1.506, H16 1.090, H17 1.094, H18 1.093
2 C 0.52 -2.32 -0.38  C8 1.495, H19 1.092, H20 1.094, H21 1.105
3 C 0.32 1.18 -0.01  C4 1.367, C5 1.437, O9 1.391
4 C 1.22 0.15 -0.11  C3 1.367, N6 1.403, C8 1.431
5 C -1.00 0.63 0.07  C1 1.506, C3 1.437, N7 1.403
6 N 2.50 0.15 -0.68  C4 1.403, H11 1.010, H12 1.010
7 N -1.65 0.17 -1.09  C5 1.403, H13 1.014, H14 1.012
8 C 0.53 -1.02 0.36  C2 1.495, C4 1.431, H15 1.082
9 O 0.54 2.54 0.16  C3 1.391, H10 0.966
10 H 1.32 2.66 0.72  O9 0.966
11 H 3.23 -0.28 -0.13  N6 1.010
12 H 2.78 1.02 -1.10  N6 1.010
13 H -2.35 -0.54 -0.93  N7 1.014
14 H -1.01 -0.10 -1.83  N7 1.012
15 H 0.19 -1.02 1.39  C8 1.082
16 H -1.44 1.30 2.07  C1 1.090
17 H -2.47 2.01 0.82  C1 1.094
18 H -2.73 0.34 1.32  C1 1.093
19 H 1.26 -2.34 -1.18  C2 1.092
20 H 0.66 -3.19 0.26  C2 1.094
21 H -0.47 -2.44 -0.86  C2 1.105

Relative energy (zero: lowest compared OMol25 entry of this formula, charge and spin) = 66.2 kcal/mol
SMILES = C/C=C(N)/C(O)=C(/C)N
Kohn-Sham gap = 7.90 eV
Maximum force = 0.5 eV/Å
Multiplicity = 1
Charge = 0
E_tot = -11441.7986 eV

Löwdin population analysis, charges in e, atoms 1 to 4: number 1, C, carries -0.03; number 2, C, carries -0.10; number 3, C, carries -0.29; number 4, C, carries -0.34